Molecular formula: C4H7NO2
Method: DFT, the ωB97M-V functional and the def2-TZVPD basis

Bonds (Å) are listed after each position.
Element x y z (Å)
1 O -1.257 -0.661 1.342  C2 1.412, H8 0.968
2 C -1.019 -0.036 0.099  O1 1.412, C3 1.536, C7 1.519, H9 1.095
3 C -0.273 -0.939 -0.896  C2 1.536, N4 1.463, H10 1.097, H11 1.096
4 N 1.186 -0.841 -0.852  C3 1.463, C5 1.262
5 C 1.725 -0.060 -0.021  N4 1.262, O6 1.368, H12 1.088
6 O 1.085 0.762 0.866  C5 1.368, C7 1.431
7 C -0.148 1.195 0.281  C2 1.519, O6 1.431, H13 1.096, H14 1.089
8 H -0.416 -0.665 1.822  O1 0.968
9 H -2.001 0.240 -0.298  C2 1.095
10 H -0.573 -0.692 -1.922  C3 1.097
11 H -0.563 -1.982 -0.728  C3 1.096
12 H 2.801 0.091 0.018  C5 1.088
13 H 0.104 1.633 -0.692  C7 1.096
14 H -0.568 1.958 0.935  C7 1.089

Summary:
- HOMO energy (eV) = -9.717
- frontier orbital gap (eV) = 10.58
- SMILES = O[C@@H]1CN=COC1
- ΔE to the lowest compared entry with this formula, charge and spin (eV) = 1.541